[1]
6
Properties=species:S:1:pos:R:3:forces:R:3:mulliken_charge:R:1 method="wB97M-V/def2-TZVPD" lumo_ev=-0.730 gap_ev=9.2 e_above_lowest_kj_mol=326.5 homo_energy_ev=-9.880
C -1.059103 -0.001270 0.336448 0.31 1.12 -1.80 0.220
C 1.072503 -0.122669 -0.595516 -0.12 -0.46 -0.21 0.179
F -1.787419 -0.856200 -0.382723 0.32 0.41 2.44 -0.105
F -1.181625 -0.082715 1.627833 -0.88 -1.43 -0.93 -0.080
F 1.600588 0.287214 0.529145 0.47 0.46 -0.32 -0.099
F 1.355056 0.775640 -1.515187 -0.10 -0.10 0.82 -0.116

---

[2]
76
Properties=species:S:1:pos:R:3:forces:R:3:mulliken_charge:R:1 method="wB97M-V/def2-TZVPD" lumo_ev=-0.052 gap_ev=6.9 e_above_lowest_kj_mol=159.0 homo_energy_ev=-6.951
Lu 10.694745 15.232337 6.403872 -0.41 -0.31 0.08 1.110
C 7.381260 15.812543 6.263112 0.00 0.40 -0.53 -1.302
N 8.355742 14.738777 6.505704 -0.57 -0.48 0.79 0.613
C 8.184632 13.704851 5.477739 0.49 -0.28 0.26 -1.116
C 8.009484 14.166957 7.851232 -0.80 0.48 -1.20 -1.320
C 8.996138 13.184642 8.342634 0.41 -0.99 0.60 -0.746
N 10.332203 13.625309 7.943756 -0.35 -0.95 0.67 0.633
C 11.369026 12.868669 8.400534 1.95 0.75 -0.80 -0.410
C 12.582720 13.062180 7.662791 -0.03 -0.85 0.61 0.092
F 12.552509 13.796144 6.484586 -0.37 0.26 -0.06 -0.650
C 13.776336 12.447176 7.942332 -0.32 -0.23 0.45 0.521
F 14.843601 12.584817 7.172350 0.35 0.42 -0.71 -0.353
C 13.892096 11.629188 9.033522 -0.07 -0.80 1.45 -0.507
C 12.773767 11.437459 9.848384 0.34 0.16 -0.74 0.194
F 12.896061 10.685638 10.963322 -0.24 0.33 -0.49 -0.345
C 11.551662 12.005755 9.524380 0.02 0.70 -0.61 0.644
F 10.529208 11.823095 10.352737 -0.67 -0.27 0.59 -0.396
H 6.354892 15.420884 6.207556 0.13 -0.14 0.11 0.399
H 7.620779 16.336619 5.325340 -0.08 -0.21 0.46 0.386
H 7.451710 16.516976 7.088717 -0.04 0.17 -0.14 0.353
H 7.137391 13.390203 5.474362 -0.01 -0.27 -0.16 0.364
H 8.869350 12.844719 5.624605 -0.43 0.26 0.23 0.294
H 8.424706 14.153791 4.530370 -0.08 0.21 -0.65 0.383
H 7.008714 13.714993 7.771443 0.05 0.04 0.11 0.477
H 7.924595 15.009787 8.516925 0.04 0.34 0.29 0.642
H 8.803490 12.163487 7.968352 0.11 0.33 -0.19 0.264
H 8.822777 13.091702 9.430063 0.37 0.21 -0.21 0.441
H 14.832335 11.152254 9.316001 -0.27 0.24 -0.26 0.457
C 9.852404 17.121693 5.347371 0.18 0.02 -0.18 -1.053
C 10.341772 17.488599 6.431945 0.31 0.29 0.36 0.021
C 11.217264 17.185957 7.546390 0.01 0.38 -0.24 0.986
C 12.669816 17.274243 7.203912 -0.15 0.51 -0.11 0.047
C 13.134702 18.003685 6.105083 0.26 0.09 -0.50 -0.596
C 14.510475 18.083022 5.851450 0.03 -0.52 0.01 -0.663
C 15.431004 17.358777 6.627368 -0.95 0.68 -0.62 -0.552
C 14.946451 16.612177 7.676267 0.68 -0.19 0.52 -0.761
C 13.605498 16.604149 7.979236 -0.46 -0.60 0.98 0.148
C 10.841925 17.500725 8.966101 -0.14 -0.14 0.11 -0.624
C 10.139978 16.553466 9.684400 -0.82 -0.50 0.25 -0.181
C 9.682079 16.761088 10.991324 -0.02 -0.79 -0.78 -0.867
C 9.966510 17.924542 11.625799 0.94 1.59 0.27 -0.516
C 10.726599 18.914740 10.939666 -0.47 -0.78 0.25 -0.633
C 11.147809 18.697292 9.634118 -0.08 0.21 0.21 -0.432
H 12.372578 18.466655 5.456717 0.66 -0.02 0.32 0.377
H 14.903791 18.653123 5.018348 -0.24 0.11 -0.03 0.388
H 16.480932 17.398211 6.405914 0.26 0.01 -0.06 0.426
H 15.655577 16.069099 8.291730 -0.15 -0.09 0.05 0.424
H 13.236101 16.065638 8.866210 0.27 0.14 -0.38 0.446
H 9.865371 15.611393 9.207573 0.32 0.24 0.12 0.900
H 9.112028 15.982416 11.482754 0.02 -0.02 0.03 0.435
H 9.662819 18.064282 12.661404 0.02 0.18 -0.22 0.378
H 10.979654 19.847213 11.432014 -0.05 -0.07 0.00 0.389
H 11.697055 19.493581 9.141788 0.04 -0.17 -0.13 0.456
C 7.205337 7.566182 6.987312 0.66 -0.75 -0.21 -0.634
C 6.783220 8.747822 6.171278 0.34 0.21 -0.72 -0.781
N 7.715686 9.804590 6.431837 0.60 -0.26 0.34 -0.074
C 9.081863 9.613991 6.350627 -0.77 -1.40 0.01 0.217
N 9.854894 10.609928 6.365452 0.40 1.39 -0.16 -0.107
C 11.274867 10.368517 6.276795 -0.01 -0.09 -0.39 -0.306
C 11.559308 9.160915 5.385932 0.19 0.66 0.15 -0.836
C 10.867315 7.974370 6.023314 0.54 -0.28 -0.99 -0.811
N 9.476940 8.293330 6.257722 -0.06 -0.11 0.39 0.226
C 8.619280 7.143905 6.510539 -0.42 -0.13 0.51 -0.757
H 6.497005 6.740537 6.855710 0.25 0.03 0.11 0.378
H 7.246269 7.845937 8.045035 -0.09 -0.03 -0.15 0.300
H 5.811943 9.097869 6.427434 -0.87 0.24 0.43 0.417
H 6.726331 8.517332 5.094604 0.14 -0.27 0.10 0.335
H 7.439011 10.740966 6.284818 -0.20 0.83 -0.14 0.115
H 11.676697 10.144185 7.263684 0.25 0.19 0.29 0.014
H 11.750357 11.289351 5.904318 -0.01 -0.40 0.09 0.061
H 12.637066 9.020857 5.273327 -0.10 -0.25 0.08 0.391
H 11.145264 9.357923 4.400063 -0.07 -0.05 -0.21 0.389
H 11.425519 7.697667 6.926920 -0.33 -0.13 0.12 0.299
H 10.913019 7.122799 5.308921 -0.08 0.24 0.53 0.412
H 9.096194 6.492333 7.278372 -0.23 0.36 -0.43 0.314
H 8.554826 6.562315 5.581327 -0.10 -0.05 0.11 0.381

---

[3]
131
Properties=species:S:1:pos:R:3:forces:R:3:mulliken_charge:R:1 method="wB97M-V/def2-TZVPD" lumo_ev=-4.144 gap_ev=7.0 homo_energy_ev=-11.136 charge=+1
C -1.204253 -3.713672 2.174527 -0.30 -0.66 0.16 0.061
C -0.097554 -3.287473 2.023040 0.11 1.07 -0.50 -0.654
C 1.085342 -2.455694 1.734341 0.18 -0.75 -0.07 -0.791
C 0.778021 -0.975832 1.832931 0.11 0.13 0.74 1.398
C 0.788928 -0.386200 3.094796 0.08 0.44 -1.13 0.530
Br 1.145188 -1.433253 4.628794 -0.18 0.36 -0.49 -0.092
C 0.567944 1.022866 3.201807 -0.07 -0.36 1.49 1.321
C 0.600317 1.590793 4.615382 -0.08 0.97 -0.30 -1.675
C 2.013228 2.115655 5.004350 -0.20 -0.40 0.54 -0.370
C 0.350064 1.765343 2.057005 -0.61 -0.68 -0.12 -0.402
S 0.151433 3.570393 2.160266 3.26 2.62 0.80 0.839
O 0.898221 4.241947 1.127180 -1.16 -0.94 -1.09 -0.644
O 0.622148 4.074816 3.415927 -1.08 -1.18 0.62 -0.566
C -1.660698 4.036845 2.165421 -0.93 -1.05 0.33 0.650
F -1.927865 4.673455 3.306301 0.40 0.27 -0.38 -0.222
F -2.344540 2.869647 2.241977 0.33 0.13 -0.31 -0.186
C -2.191240 4.875036 0.962158 -1.03 0.42 -0.08 0.916
F -3.482481 4.498614 0.790927 0.22 0.10 0.17 -0.319
F -1.569251 4.622534 -0.202352 0.28 -0.22 0.49 -0.045
C -2.237542 6.431157 1.165450 -0.15 0.22 -0.79 0.348
F -2.662529 6.920580 -0.028797 0.35 -0.22 0.22 -0.191
F -3.171819 6.787123 2.051706 0.58 -0.40 0.34 -0.274
C -0.875802 7.136646 1.430787 -0.53 1.68 -0.02 0.610
F -1.138045 8.458239 1.474169 0.03 -0.48 0.10 -0.276
F -0.055019 6.947604 0.398921 0.07 -0.47 0.51 -0.218
F -0.325663 6.806005 2.594656 0.08 -0.44 -0.47 -0.215
N 0.286288 1.147006 0.823005 0.09 0.23 -0.15 0.412
C 0.004772 1.912191 -0.420723 -0.53 0.22 -1.16 -2.719
C -1.388864 1.638902 -1.075116 0.34 0.09 0.44 0.583
C -2.501505 1.155422 -0.122971 -0.29 0.14 -0.99 -0.795
C 0.494457 -0.173112 0.687290 0.07 -1.00 0.25 -0.360
C 0.490365 -0.900197 -0.654035 -0.09 -0.14 -0.04 -0.434
C -0.610731 -1.990930 -0.840591 -0.92 0.67 -1.03 0.036
C -1.671571 -1.593214 -1.927800 0.54 -0.75 0.01 -0.891
I 0.224824 -3.885424 -1.561873 -0.11 0.63 0.51 0.276
H -2.130566 -4.219706 2.343913 0.13 0.13 0.00 0.495
H 1.851174 -2.755738 2.459302 0.02 0.45 -0.10 0.677
H 1.520952 -2.711317 0.765165 -0.25 -0.04 0.05 -0.349
H 0.297265 0.865750 5.367909 -0.10 -0.27 -0.52 0.783
H -0.156212 2.378062 4.656190 0.33 0.03 0.26 0.499
H 2.794709 1.668564 4.377680 -0.13 0.23 -0.02 0.473
H 2.223128 1.773545 6.025354 0.04 0.10 -0.17 0.343
H 2.087984 3.207964 5.017517 -0.26 -0.81 -0.29 -0.571
H 0.789618 1.631676 -1.125761 -0.04 0.14 0.17 0.717
H 0.100668 2.985930 -0.302060 0.25 -0.37 0.58 0.844
H -1.725653 2.593865 -1.493115 0.24 -0.21 -0.06 0.322
H -1.216695 0.990206 -1.931787 -0.31 -0.15 0.21 0.222
H -2.170835 0.550713 0.725742 -0.07 0.18 -0.02 0.228
H -3.074694 2.031868 0.185296 0.12 -0.30 0.44 -0.073
H -3.217743 0.556782 -0.694357 0.12 0.02 0.15 0.142
H 1.455493 -1.399973 -0.702785 0.03 0.26 0.05 -0.993
H 0.450359 -0.257916 -1.530599 0.07 0.15 0.29 0.792
H -1.170556 -2.127195 0.083145 0.40 -0.60 0.00 0.166
H -1.255445 -0.896531 -2.661096 -0.16 0.05 0.19 0.261
H -1.932696 -2.483318 -2.503172 -0.14 0.18 0.12 0.454
H -2.602053 -1.251815 -1.475915 0.20 0.31 -0.09 -0.128
C 2.736397 -7.391489 -0.771026 0.14 -0.06 0.05 -0.202
Cl 1.901580 -7.814896 -2.269264 0.02 -0.05 -0.01 -0.131
Cl 1.662106 -6.556077 0.355761 0.05 -0.07 0.19 -0.082
H 3.088695 -8.303834 -0.302991 -0.08 0.00 0.00 0.381
H 3.572692 -6.742731 -1.003021 -0.08 0.07 -0.05 0.019
C 2.804399 6.553546 5.997773 0.05 0.14 -0.09 -0.230
Cl 3.266543 5.084119 5.129001 0.32 0.58 0.04 -0.095
Cl 2.112309 6.189733 7.582215 -0.02 0.05 0.02 -0.124
H 3.685863 7.168983 6.136274 0.02 -0.09 0.06 0.347
H 2.064641 7.085089 5.409942 -0.05 -0.10 0.02 0.147
C 3.163666 -6.023895 -5.641112 -0.07 -0.07 -0.12 -0.278
Cl 2.175380 -5.073367 -4.523937 -0.02 0.09 -0.07 -0.088
Cl 4.888317 -5.711265 -5.415585 0.05 -0.05 0.00 -0.138
H 2.972569 -7.077844 -5.470623 0.05 0.04 0.13 0.262
H 2.896232 -5.753381 -6.657097 0.06 0.09 0.03 0.197
C -1.932595 -4.170094 6.100910 -0.06 0.00 0.16 0.120
Cl -3.247289 -3.616420 5.050805 -0.03 0.03 0.04 -0.169
Cl -0.625398 -4.932232 5.190080 0.07 -0.05 0.13 -0.104
H -1.527446 -3.313686 6.633806 -0.37 -0.24 -0.36 -0.174
H -2.329897 -4.895043 6.802777 -0.05 -0.03 -0.10 0.384
C 0.549720 3.572747 9.900581 -0.04 0.07 0.20 -0.245
Cl 0.612424 2.552454 8.452485 -0.02 0.07 -0.15 -0.033
Cl 1.141978 2.713997 11.321616 -0.02 0.04 -0.01 -0.150
H 1.169359 4.445132 9.733979 0.09 -0.07 -0.06 0.100
H -0.479211 3.868062 10.071371 -0.01 -0.11 -0.03 0.320
C 5.007509 -1.388312 -0.998533 0.09 0.00 -0.01 -0.393
Cl 3.539527 -2.361234 -1.159173 0.32 -0.26 -0.17 0.016
Cl 4.760564 -0.037312 0.120312 0.01 0.04 0.01 -0.151
H 5.804383 -2.018199 -0.619414 -0.07 0.00 0.08 0.246
H 5.271887 -0.993089 -1.972643 -0.09 0.04 0.02 0.338
C -6.425767 1.865169 0.032620 0.06 0.05 -0.04 0.135
Cl -6.228592 0.954007 -1.468409 -0.18 -0.02 0.06 -0.123
Cl -6.037323 0.858877 1.431564 0.02 0.06 0.15 -0.150
H -5.747137 2.711871 0.014928 0.03 -0.05 -0.03 -0.232
H -7.450514 2.209702 0.110896 -0.02 -0.13 0.00 0.387
C 5.356255 -4.766176 -9.395791 0.06 -0.04 0.00 -0.289
Cl 3.936021 -5.807020 -9.548942 0.04 0.13 0.20 -0.148
Cl 5.076082 -3.443412 -8.257091 0.05 0.10 -0.04 -0.146
H 6.187156 -5.363495 -9.037598 -0.07 -0.01 0.08 0.269
H 5.588537 -4.347028 -10.368181 -0.10 0.03 0.02 0.318
C 3.861806 -9.400746 -12.011718 0.00 -0.05 -0.11 -0.242
Cl 4.055551 -9.881003 -10.320647 -0.01 -0.05 -0.01 -0.147
Cl 4.020695 -7.652580 -12.213480 -0.03 -0.18 -0.27 -0.137
H 4.626000 -9.891665 -12.603208 0.05 0.04 0.07 0.262
H 2.876659 -9.701900 -12.348772 -0.02 0.06 0.08 0.265
C -1.508317 6.199004 -2.782769 -0.08 0.10 0.03 1.298
Cl -1.155444 7.651545 -3.721512 -0.05 0.01 0.04 -0.176
Cl -1.083413 4.724167 -3.669101 0.04 -0.11 0.04 -0.178
H -0.938070 6.230633 -1.862526 0.10 0.01 -0.17 -0.434
H -2.572162 6.168935 -2.568037 0.17 0.00 -0.08 -0.520
C 7.298066 -6.555795 -2.153829 0.05 -0.02 -0.10 -0.278
Cl 5.888208 -7.604225 -2.320103 0.05 -0.09 -0.04 -0.110
Cl 7.003697 -5.249886 -0.994464 0.04 0.04 0.01 -0.138
H 8.135747 -7.148812 -1.805411 -0.07 0.01 0.09 0.326
H 7.522507 -6.119593 -3.120805 -0.11 0.05 0.02 0.219
C 0.392163 -0.960677 8.751097 0.04 0.14 0.15 -0.049
Cl -0.118975 -1.177731 10.421429 0.01 0.06 -0.02 -0.153
Cl 0.117589 -2.432839 7.795627 0.47 0.22 0.24 -0.171
H -0.176486 -0.148876 8.313668 -0.09 -0.10 0.00 0.004
H 1.450887 -0.726016 8.734723 0.00 -0.11 0.01 0.307
C -4.646143 2.949304 -4.977153 0.08 0.07 -0.12 -0.472
Cl -6.237374 3.682013 -4.739998 -0.01 -0.03 -0.05 -0.149
Cl -3.991893 2.315852 -3.461747 0.20 0.01 -0.11 0.031
H -4.738954 2.132841 -5.684019 -0.07 -0.03 0.08 0.348
H -3.966329 3.702135 -5.361650 -0.01 0.03 0.09 0.258
C -5.566010 6.999993 -3.307400 -0.04 0.08 -0.20 -0.158
Cl -7.186459 7.659721 -3.095736 0.02 -0.02 -0.04 -0.165
Cl -4.913016 6.375229 -1.780647 -0.17 -0.07 -0.07 -0.068
H -5.609838 6.186513 -4.022542 -0.05 -0.03 0.11 0.061
H -4.910311 7.785377 -3.667988 -0.01 0.04 0.13 0.305
C -5.312542 -3.576793 -2.985902 -0.09 0.02 -0.06 -0.266
Cl -4.150282 -3.788475 -4.300233 -0.03 0.02 -0.02 -0.150
Cl -4.509511 -3.521371 -1.410953 -0.12 -0.04 0.12 -0.106
H -5.845435 -2.644702 -3.136643 0.09 0.03 0.02 0.204
H -6.005898 -4.409849 -2.993076 0.10 -0.05 0.02 0.321

---

[4]
30
Properties=species:S:1:pos:R:3:forces:R:3:mulliken_charge:R:1 method="wB97M-V/def2-TZVPD" lumo_ev=-0.130 gap_ev=7.0 e_above_lowest_kj_mol=124.9 homo_energy_ev=-7.120
K 0.575208 -0.080064 -0.485655 0.52 -0.30 -0.81 0.941
O -0.305218 -4.210832 -2.539249 -0.35 -1.02 -0.17 -0.481
C 0.295760 -3.007496 -2.347207 -0.34 1.81 -1.42 0.704
O 0.951291 -2.886372 -1.329886 1.23 0.02 2.74 -0.723
O 0.113291 -2.107257 -3.201446 -0.51 -0.29 -0.36 -0.728
H -0.707691 -4.153750 -3.408936 -0.12 0.07 -0.18 0.300
C -1.054224 2.941719 -1.857191 2.85 -0.51 0.70 0.676
O 0.039846 2.435159 -2.073258 0.02 -0.28 -0.94 -0.629
N -1.580065 4.042302 -2.378959 -0.26 1.96 -2.26 -0.395
N -1.806462 2.594211 -0.847147 -2.88 -0.87 2.35 -0.271
H -2.276249 4.492228 -1.801898 0.35 0.48 -0.92 0.160
H -1.187054 4.444115 -3.218117 -0.19 0.17 0.43 0.246
H -1.738971 1.763489 -0.276668 0.21 -0.04 -0.06 0.181
H -2.694749 3.071310 -0.905618 -0.18 -0.87 0.83 0.196
C -2.336264 -0.589781 1.207089 0.68 0.08 1.02 0.726
O -1.628605 0.331891 0.857058 1.24 1.68 -0.52 -0.902
N -2.103555 -1.246886 2.321877 0.92 -1.80 2.71 -0.430
N -3.409653 -0.926975 0.559563 -2.34 -0.31 -1.98 -0.360
H -1.285602 -1.045647 2.879158 -0.10 0.13 -0.42 0.229
H -2.568657 -2.107756 2.572245 -0.07 0.28 -0.20 0.170
H -3.574619 -0.301479 -0.216091 -0.44 -0.71 -0.22 0.216
H -3.888341 -1.806681 0.690261 -0.02 0.42 -0.24 0.196
C 3.671013 -0.021164 1.667044 -0.57 -0.23 -2.10 0.642
O 2.939871 0.481014 0.814963 -0.82 0.69 0.94 -0.680
N 4.056757 -1.297941 1.540282 0.78 -0.03 1.30 -0.380
N 4.255887 0.646913 2.682505 -0.28 1.28 0.40 -0.442
H 4.976112 -1.329823 1.957272 -0.11 -1.85 -0.49 0.173
H 3.550237 -1.932008 0.939037 0.75 0.04 -0.13 0.247
H 3.859849 1.566276 2.816762 0.49 -0.06 0.18 0.232
H 4.860858 0.241286 3.382213 -0.46 0.05 -0.18 0.186